*one*
The following is a quantum chemistry calculation of C4H9N3S in the gas phase, from the OMol25 dataset.

Element x y z (Å)
C: 0.0730 2.0078 0.5632
C: 0.5725 0.9691 -0.4547
C: -1.2665 -0.5865 -0.1036
C: 0.7250 -1.9806 0.3654
H: -0.6865 2.7525 0.1729
H: -0.4453 1.5067 1.4030
H: 0.9693 2.5355 1.0019
H: 1.2637 0.2556 0.0165
H: 1.1791 1.3491 -1.3595
H: -1.0500 0.5615 -1.7354
H: -0.9576 -1.6626 1.5282
H: 1.0413 -2.6041 1.1758
H: 1.0779 -1.3031 -1.4213
N: -0.5244 0.1111 -1.0073
N: -0.4790 -1.2900 0.7292
N: 1.4425 -1.9284 -0.6664
S: -2.9350 -0.6936 -0.2080

Calculated values
M: 131.2 g/mol
E_HOMO: -8.550 eV
SMILES string: [H]/N=C\NC(=S)NCC
gap between HOMO and LUMO: 8.91 eV

***

*two*
The following is a quantum chemistry calculation of a molecular structure, C4H9N3S, from the OMol25 dataset.

Element x y z (Å)
C: 1.2665 -2.0486 -0.0120
C: -0.1134 -0.1785 -0.0521
C: 0.8699 0.9278 0.0406
C: -2.5361 -0.4925 -0.1282
H: 1.2194 -3.1355 0.2573
H: 2.1870 -1.7049 0.5478
H: 1.6070 -1.8805 -1.0202
H: 1.0792 0.6760 1.1339
H: 1.7886 0.8164 -0.6132
H: 0.8741 3.0536 -0.9160
H: 0.6565 2.9529 0.9390
H: -1.5997 1.4440 -0.1229
H: -2.1843 -1.5554 0.1600
N: 0.0451 -1.5037 0.0525
N: 0.3004 2.3900 0.0546
N: -1.3667 0.3612 -0.3835
S: -4.0934 -0.1224 0.0624

Calculated values
M: 131.2 g/mol
E_HOMO: -8.388 eV
gap between HOMO and LUMO: 8.56 eV

***

The least stable of them is *two*.

***

*one*
The following is a quantum chemistry calculation of 2 unconnected molecules or ions with the total composition C10H13O3, from the OMol25 dataset.

Element x y z (Å)
C: 2.5337 -3.1716 0.5066
C: 0.9028 0.1751 -0.1975
C: 1.0709 0.7828 1.0250
C: 1.3019 -1.1678 -0.3597
C: 1.9730 -1.8028 0.6691
C: 1.9280 0.2396 2.0037
C: 2.3135 -1.0627 1.8136
O: 0.4662 1.9627 1.3144
H: 0.0830 0.4370 -0.8633
H: 1.2467 -1.6102 -1.3538
H: 2.0456 0.7773 2.9319
H: -0.4434 1.9102 0.9947
H: 2.3962 -3.6168 -0.4845
H: 2.1765 -3.8834 1.2367
H: 2.8275 -1.6088 2.6030
H: 3.6073 -3.1436 0.6033
C: -3.2280 1.3529 -1.3873
C: -2.0424 1.9823 -2.1146
C: -2.9518 0.9253 0.0282
O: -1.7568 0.5104 0.3115
O: -3.8113 1.0044 0.8774
H: -4.0044 2.1178 -1.4264
H: -3.5416 0.4368 -1.9070
H: -2.2342 2.2482 -3.1448
H: -1.1685 1.3254 -2.1104
H: -1.6904 2.8794 -1.5698

Calculated values
M: 181.2 g/mol
<S²>: 0.7562
E_HOMO (alpha / beta): -8.462 / -8.374 eV
spin multiplicity: 2
gap between HOMO and LUMO (alpha / beta): 9.14 / 4.67 eV

***

*two*
The following is a quantum chemistry calculation of 2 unconnected molecules or ions with the total composition C10H13O3, from the OMol25 dataset.

Element x y z (Å)
C: 2.1365 -0.9563 -0.0538
C: -0.1466 -2.0318 0.1241
C: 0.8520 -1.2310 0.6852
C: -1.4135 -2.1446 0.6571
C: 0.5906 -0.7463 1.9713
C: -1.7028 -1.5145 1.8583
C: -0.6841 -0.7985 2.5021
O: -2.9296 -1.6976 2.4782
H: 0.1361 -2.5419 -0.7983
H: -2.1356 -2.8650 0.2574
H: 2.5915 -1.9003 -0.3379
H: 2.8109 -0.4000 0.5807
H: 1.3689 -0.3510 2.6077
H: -0.9142 -0.4026 3.4727
H: -3.3576 -0.8331 2.5655
H: 1.9090 -0.3773 -0.9442
C: -0.3040 2.3583 -2.1298
C: 0.2099 2.5223 -0.6982
C: 0.3526 1.1759 -2.8744
O: 1.5441 1.4870 -3.2371
O: -0.2447 0.1379 -3.0150
H: -1.3228 2.0498 -1.9980
H: -0.2310 3.2923 -2.6683
H: 1.2791 2.6182 -0.5301
H: -0.1929 1.6825 -0.1338
H: -0.2017 3.4676 -0.3414

Calculated values
M: 181.2 g/mol
<S²>: 0.7545
E_HOMO (alpha / beta): -8.609 / -8.609 eV
spin multiplicity: 2
gap between HOMO and LUMO (alpha / beta): 9.34 / 5.43 eV

***

The least stable of them is *one*.